15
Properties=species:S:1:pos:R:3:forces:R:3:lowdin_charge:R:1 method="wB97M-V/def2-TZVPD" total_charge=0 gap_ev=8.90 de_lowest_kj_mol=275.0 fmax_ev_per_a=1.164 e_homo_ev=-8.404 molar_mass_g_mol=126.11 energy_ha=-454.02945 smiles="C[C@@]1(C(N)=C=O)NC1=O"
C -0.297 -1.445 0.698 0.115 0.199 0.033 -0.0111
C 0.071 0.006 0.479 -0.119 -0.060 -0.608 -0.3192
C 0.124 0.445 -0.950 -0.144 -0.818 0.461 -0.2701
N -0.788 -0.169 -1.867 -0.139 0.037 -0.202 0.0764
C 0.954 1.387 -1.315 0.759 0.794 -0.386 -0.1122
O 1.638 2.273 -1.646 -0.304 -0.421 0.174 0.1885
N -0.493 1.021 1.416 -0.279 0.479 0.216 0.2085
C 0.794 0.727 1.551 -0.068 -0.004 -0.281 -0.4525
O 1.796 0.943 2.153 0.434 0.044 0.438 0.1284
H 0.420 -2.090 0.194 0.037 -0.086 -0.034 0.0901
H -0.279 -1.680 1.760 -0.004 -0.038 0.034 0.0890
H -1.293 -1.646 0.306 -0.040 -0.023 -0.023 0.0811
H -0.799 0.327 -2.750 -0.147 -0.141 0.023 0.0857
H -0.546 -1.141 -2.039 0.077 0.163 -0.112 0.0810
H -1.302 1.041 2.010 -0.178 -0.126 0.268 0.1365